A cluster of 2 separate species, C4H12 in total at a distorted geometry, computed with ωB97M-V/def2-TZVPD.

Last column: Löwdin charge in e.
Geometry (Å):
C -0.889 -1.750 -1.112  -0.189
C 0.044 -2.217 -2.202  -0.193
H -1.115 -0.728 -1.435  0.065
H -1.775 -2.353 -0.857  0.076
H -0.364 -1.648 -0.189  0.035
H 0.420 -3.214 -2.008  0.047
H 0.919 -1.599 -2.485  0.070
H -0.629 -2.334 -3.138  0.090
C 0.355 1.580 1.079  -0.191
C 0.487 2.421 2.308  -0.170
H -0.253 2.030 0.379  0.039
H 1.248 1.395 0.606  0.033
H 0.002 0.547 1.277  0.073
H -0.177 3.231 2.210  0.032
H 0.161 1.851 3.262  0.097
H 1.565 2.790 2.306  0.088

The calculation puts the highest occupied orbital energy at -11.48 eV. The multiplicity is 1. Its net charge is 0. Its SMILES is CC.CC. Its energy relative to the best compared isomer or geometry (same formula, charge and spin) is 19.9 kcal per mole. The total energy is -4341.66507 eV.


A structure of composition C16H21Cl2FO2Os at a distorted geometry, computed with ωB97M-V/def2-TZVPD.

Last column: Löwdin charge in e.
Geometry (Å):
C 0.334 -1.152 -1.828  -0.436
C 1.179 0.007 -2.016  -0.372
C 0.345 1.161 -2.071  -0.297
C 2.634 -0.006 -2.319  -0.088
C -1.011 0.740 -1.999  -0.330
C -1.037 -0.682 -1.808  -0.385
C -2.254 -1.537 -1.842  -0.059
C 0.747 -2.577 -1.928  -0.070
C 0.808 2.554 -2.354  -0.038
C -2.200 1.619 -2.140  -0.070
Os 0.055 -0.115 0.012  1.433
Cl 4.478 1.626 0.522  -0.646
Cl 2.046 -0.904 0.747  0.143
O -1.716 0.569 0.491  -0.439
H 3.071 -0.968 -2.056  0.057
H 3.171 0.754 -1.738  0.003
H 2.777 0.177 -3.391  0.075
H 1.770 2.745 -1.872  0.077
H 0.093 3.292 -1.980  0.065
H 0.918 2.710 -3.435  0.076
H -2.068 2.581 -1.633  0.069
H -3.088 1.149 -1.716  0.062
H -2.374 1.822 -3.202  0.070
H -3.079 -1.039 -1.325  0.069
H -2.066 -2.478 -1.325  0.061
H -2.561 -1.741 -2.875  0.074
H 1.712 -2.716 -1.441  0.049
H 0.815 -2.897 -2.974  0.077
H 0.021 -3.203 -1.410  0.064
H -1.626 1.414 0.968  -0.004
O -0.747 -1.770 0.772  -0.483
H -1.593 -1.482 1.172  -0.027
F 1.562 2.915 5.480  -0.018
C 1.218 2.301 4.296  -0.296
C 1.759 2.773 3.112  -0.038
C 1.420 2.128 1.922  -0.177
C 0.542 1.054 1.944  -0.350
C 0.015 0.594 3.135  -0.149
C 0.337 1.227 4.343  -0.048
H 2.456 3.604 3.108  0.105
H 1.948 2.389 1.014  0.017
H -0.610 -0.295 3.143  0.085
H -0.052 0.867 5.285  0.090

The calculation puts the highest occupied orbital energy (spin up / spin down) at 1.28 / -1.31 eV. The multiplicity is 5. Its net charge is -2. Its expectation value of S² is 6.0325. The total energy is -51254.73327 eV.


A cluster of 4 separate species, C3H15NO3S in total at a distorted geometry, computed with ωB97M-V/def2-TZVPD.

Last column: Löwdin charge in e.
Geometry (Å):
C 0.483 1.758 2.184  -0.115
N 1.738 1.615 1.399  -0.140
C 1.560 1.541 -0.069  -0.338
C 1.713 0.079 -0.543  -0.531
S 1.724 0.072 -2.372  0.694
H -0.067 0.834 1.971  0.068
H 0.078 2.728 2.010  0.068
H 0.615 1.498 3.235  0.072
H 2.436 2.237 1.767  0.090
H 0.594 1.921 -0.362  0.092
H 2.298 2.197 -0.573  0.108
H 2.660 -0.123 -0.084  0.067
H 0.844 -0.393 -0.132  0.052
H 2.935 0.142 -2.900  -0.174
H -0.812 -2.478 -1.806  -0.007
H 0.009 -3.613 -1.088  0.021
O -0.806 -3.364 -1.495  -0.034
H -3.797 -1.166 -1.595  0.017
H -2.562 -0.295 -1.438  0.044
O -3.097 -0.783 -2.106  -0.058
H -2.639 -1.113 2.001  0.043
H -2.691 -1.952 0.744  0.015
O -3.219 -1.342 1.253  -0.055

The calculation puts the highest occupied orbital energy at -8.98 eV. The multiplicity is 1. Its net charge is 0. Its SMILES is CNCCS.O.O.O. Its energy relative to the best compared isomer or geometry (same formula, charge and spin) is 33.4 kcal per mole. The total energy is -21820.71248 eV.